No. 1
# C10H15N3O2

A gas-phase ion, C10H15N3O2 (charge +2) in a non-equilibrium geometry (the ωB97M-V functional and the def2-TZVPD basis, the OMol25 dataset).

CARTESIAN COORDINATES (ANGSTROEM)
C: -1.3812 2.8581 0.5815
C: -1.6801 1.6146 0.1668
C: 0.5179 1.6781 0.4100
C: 0.5737 -1.5362 -0.3655
C: -0.5964 -0.6491 -0.3655
C: -3.0134 0.8719 -0.0831
C: 0.5326 -2.7979 0.3043
C: -4.0385 -1.4393 0.1097
C: 2.4545 2.0669 -0.9534
C: 1.8786 1.3281 0.3098
N: -0.0599 2.8790 0.6729
N: -2.9519 -0.4854 -0.0958
N: -0.5142 0.8280 0.0566
O: -1.6669 -1.1042 0.2982
O: -3.9855 1.5231 -0.4164
H: -1.8610 3.7627 0.7819
H: 1.3938 -1.4397 -0.9469
H: -0.9851 -0.4332 -1.4268
H: 0.1450 -2.8609 1.3581
H: 1.5683 -3.3265 0.4731
H: 0.0641 -3.5863 -0.3066
H: -4.0183 -1.6053 1.1518
H: -3.9425 -2.3276 -0.4996
H: -4.9805 -1.0382 -0.2293
H: 2.1274 3.0713 -0.7180
H: 2.0813 1.8440 -1.9105
H: 3.5595 1.9162 -1.0175
H: 2.5560 1.6974 1.1162
H: 2.0117 0.2785 0.0609
H: 0.4743 3.6730 0.8198

Output
Spin multiplicity: 1
Energy above the lowest of the compared OMol25 structures with the same formula, charge and spin (kJ/mol): 489.7
Total charge: +2

---

No. 2
# C28H39F24NO6

4 unconnected molecules or ions with the total composition C28H39F24NO6 in a non-equilibrium geometry (the ωB97M-V functional and the def2-TZVPD basis, the OMol25 dataset).

CARTESIAN COORDINATES (ANGSTROEM)
F: 2.1745 -2.7422 -2.8467
C: 1.0523 -2.7620 -2.1068
F: 0.1545 -1.9734 -2.7514
C: 1.2651 -2.2570 -0.6773
F: 1.6065 -0.9462 -0.6678
F: 0.0607 -2.3341 -0.0336
C: 2.2796 -3.0440 0.1818
O: 3.6179 -2.5303 0.2700
C: 4.5157 -2.8512 -0.7721
F: 3.9928 -3.8363 -1.5265
F: 5.6054 -3.3816 -0.1746
C: 4.9412 -1.6243 -1.5897
F: 3.8789 -0.9712 -2.1081
F: 5.7207 -1.9922 -2.6347
H: 0.6575 -3.7835 -2.1055
H: 1.9108 -2.9822 1.2097
H: 2.2738 -4.1124 -0.0488
H: 5.4984 -0.9184 -0.9709
F: 5.7228 2.5575 2.2940
C: 5.0663 3.5136 2.9827
F: 4.5050 4.3316 2.0586
C: 5.9809 4.3124 3.9153
F: 6.8969 5.0236 3.2126
F: 5.2037 5.2351 4.5558
C: 6.7108 3.5087 5.0141
O: 8.0660 3.1020 4.7554
C: 8.2668 1.9235 4.0050
F: 7.1073 1.2471 3.9139
F: 9.0918 1.1465 4.7448
C: 8.9202 2.1893 2.6422
F: 8.2080 3.0645 1.9033
F: 9.0031 1.0453 1.9188
H: 4.2538 3.0399 3.5434
H: 6.8029 4.1867 5.8672
H: 6.1068 2.6777 5.3867
H: 9.9253 2.5967 2.7656
F: -3.9263 -2.0388 -6.6140
C: -3.4858 -2.3240 -5.3764
F: -4.5822 -2.3452 -4.5761
C: -2.4664 -1.3089 -4.8511
F: -3.0289 -0.0871 -4.6917
F: -2.0961 -1.7150 -3.6005
C: -1.1661 -1.1584 -5.6718
O: -1.0952 -0.0777 -6.6169
C: -1.6693 -0.2798 -7.8910
F: -1.9347 -1.5885 -8.0605
F: -0.7024 0.0209 -8.7873
C: -2.8847 0.6214 -8.1461
F: -3.8375 0.4616 -7.2036
F: -3.4601 0.3243 -9.3363
H: -3.0611 -3.3334 -5.3849
H: -0.3827 -0.9200 -4.9473
H: -0.8489 -2.1040 -6.1190
H: -2.5943 1.6735 -8.1527
C: -3.7481 -3.2158 2.9052
O: -3.6012 -4.0815 1.7611
C: -3.6048 -3.3301 0.5176
C: -5.0482 -2.6571 0.2043
C: -5.0330 -1.0497 0.4462
C: -6.0004 -0.7233 1.6987
C: -6.3160 0.8448 1.8765
C: -5.2102 1.6551 2.7026
C: -3.7024 1.4132 2.2276
C: -3.3713 1.9367 0.7563
C: -1.8710 1.5516 0.2709
C: -0.7400 2.3875 1.0890
C: 0.6788 1.7048 0.8420
O: 1.7809 2.2516 1.6167
C: 1.5277 2.2857 3.0001
N: 0.7119 1.3522 3.7585
O: 2.1094 3.1944 3.6555
H: -4.8342 -3.2094 3.2754
H: -3.4342 -2.1307 2.6876
H: -3.1072 -3.5787 3.7737
H: -2.7516 -2.5655 0.4837
H: -3.3631 -4.1004 -0.3041
H: -5.3335 -2.9009 -0.8798
H: -5.7899 -3.1488 0.9203
H: -3.9440 -0.7744 0.6294
H: -5.4085 -0.5182 -0.4869
H: -7.0088 -1.2220 1.4378
H: -5.6597 -1.2301 2.6694
H: -6.5998 1.3371 0.8741
H: -7.2842 0.8950 2.5042
H: -5.4473 2.7722 2.5581
H: -5.2550 1.4656 3.8287
H: -3.0329 2.0091 2.9527
H: -3.4035 0.3126 2.3814
H: -3.3889 3.0896 0.7508
H: -4.1032 1.5715 -0.0471
H: -1.6703 0.4261 0.4222
H: -1.7318 1.8671 -0.8272
H: -1.0832 2.4175 2.1709
H: -0.7165 3.4311 0.6385
H: 0.9527 1.8402 -0.2683
H: 0.6664 0.5677 1.0113
H: -0.0722 1.8468 4.1963
H: 0.4196 0.5298 3.2195

Output
Spin multiplicity: 1
SMILES string: FC(F)C(F)(F)COC(F)(F)C(F)F.FC(F)C(F)(F)COC(F)(F)C(F)F.FC(F)C(F)(F)COC(F)(F)C(F)F.COCCCCCCCCCCCOC(N)=O
Total charge: 0

---

No. 3
# C4H5N3

A single C4H5N3 molecule in a non-equilibrium geometry (the ωB97M-V functional and the def2-TZVPD basis, the OMol25 dataset).

CARTESIAN COORDINATES (ANGSTROEM)
C: -0.3500 -0.4960 0.3305
C: 0.8298 0.4521 0.1915
C: 2.0595 -0.2162 0.2677
N: 3.0352 -0.8062 0.1915
C: 0.6945 1.2481 -1.1556
N: 0.0584 2.5834 -1.1907
N: 1.2788 2.5458 -1.4143
H: -0.2418 -1.2588 -0.5376
H: -0.2763 -1.0736 1.2846
H: -1.2466 0.0062 0.2479
H: 0.8475 1.2229 1.0319
H: 0.4602 0.4999 -1.8401

Output
Spin multiplicity: 1
Energy above the lowest of the compared OMol25 structures with the same formula, charge and spin (kJ/mol): 338.0
SMILES string: C[C@@H](C#N)C1N=N1
Total charge: 0

---

No. 4
# C21H24BaBrN4O5S

A molecular structure, C21H24BaBrN4O5S in a non-equilibrium geometry (the ωB97M-V functional and the def2-TZVPD basis, the OMol25 dataset).

CARTESIAN COORDINATES (ANGSTROEM)
Ba: -0.4637 -0.1994 -0.7867
C: -0.0533 -4.6036 -3.3291
C: -1.5604 -4.4895 -3.1724
N: -1.9305 -4.0505 -1.8399
C: -2.2786 -2.7935 -1.4765
S: -2.7687 -1.6078 -2.6488
N: -2.1881 -2.6726 -0.1053
N: -2.3981 -1.3834 0.3295
C: -2.3435 -1.1026 1.5825
C: -2.1659 -2.1105 2.6676
C: -2.3399 0.3949 1.9255
C: -2.3117 0.8259 3.2507
C: -2.2930 2.1785 3.5362
C: -2.3127 3.0867 2.4934
C: -2.3374 2.5821 1.2048
N: -2.3463 1.2838 0.9151
H: 0.2060 -4.9330 -4.3391
H: 0.3639 -5.3421 -2.6355
H: 0.4396 -3.6484 -3.1380
H: -2.0510 -5.4471 -3.3744
H: -1.9684 -3.7660 -3.8737
H: -1.5118 -4.5440 -1.0633
H: -2.2454 -3.1054 2.2369
H: -2.9188 -1.9985 3.4541
H: -1.1860 -2.0198 3.1483
H: -2.2928 0.0928 4.0456
H: -2.2566 2.5147 4.5655
H: -2.2941 4.1557 2.6569
H: -2.3280 3.2595 0.3568
C: 1.2527 0.8357 -5.0972
C: 1.4583 0.6313 -3.6110
C: 2.6914 1.3510 -3.0926
O: 0.2773 1.1584 -2.9082
C: 1.6160 -0.8987 -3.2966
O: 2.4149 -1.4933 -4.0156
O: 0.9391 -1.3742 -2.3245
H: 1.3243 1.9007 -5.3438
H: 0.2687 0.4760 -5.3981
H: 2.0124 0.2850 -5.6491
H: 2.6883 2.3976 -3.4191
H: 3.5763 0.8602 -3.4992
H: 2.7403 1.3427 -2.0024
H: 0.3137 2.1212 -2.8811
Br: 3.7897 5.1647 3.3780
C: 2.8873 3.5118 3.5772
C: 2.7667 2.9453 4.8370
C: 2.1027 1.7327 4.9648
C: 1.5747 1.0968 3.8495
C: 1.6927 1.6843 2.5971
C: 2.3522 2.8995 2.4573
C: 1.0784 1.0220 1.3838
O: 0.8986 1.7603 0.3711
O: 0.7441 -0.1924 1.4855
H: 3.1867 3.4429 5.7008
H: 2.0032 1.2843 5.9461
H: 1.0659 0.1447 3.9257
H: 2.4188 3.3526 1.4783

Output
Spin multiplicity: 1
Energy above the lowest of the compared OMol25 structures with the same formula, charge and spin (kJ/mol): 81.0
Total charge: -1

---

No. 5
# C2H10O2Si2

A molecular structure, C2H10O2Si2 in a non-equilibrium geometry (the ωB97M-V functional and the def2-TZVPD basis, the OMol25 dataset).

CARTESIAN COORDINATES (ANGSTROEM)
C: 2.9522 0.1788 0.3743
C: -2.3899 0.5653 -0.8720
O: 0.0217 1.4902 -0.0011
O: 0.3168 -0.9623 0.1292
Si: 1.1535 0.4453 -0.4021
Si: -1.4962 1.2690 0.6638
H: 2.7992 0.2659 1.3981
H: 2.9063 -0.9248 0.0590
H: 4.0356 0.5556 0.0545
H: -3.2829 1.0579 -0.7272
H: -1.8109 1.2531 -1.4992
H: -2.5704 -0.4240 -1.2102
H: -2.1766 2.5320 0.4304
H: 0.7564 -1.8468 0.2984
H: 1.0294 0.2180 -1.8787
H: -1.1474 0.4570 1.8587

Output
Spin multiplicity: 1
Energy above the lowest of the compared OMol25 structures with the same formula, charge and spin (kJ/mol): 210.9
Total charge: 0

---

No. 6
# C2H3NO2S

A single C2H3NO2S molecule in a non-equilibrium geometry (the ωB97M-V functional and the def2-TZVPD basis, the OMol25 dataset).

CARTESIAN COORDINATES (ANGSTROEM)
O: 2.6668 -0.7217 -0.5959
C: 2.1592 0.1685 0.0009
O: 0.8080 0.4565 0.0287
C: -0.0484 -0.2529 -0.7824
N: -1.2683 -0.3825 -0.5377
S: -1.9633 0.3219 0.8388
H: 2.6961 0.9566 0.6029
H: 0.3728 -0.7755 -1.6615
H: -3.2411 -0.0267 0.6283

Output
Spin multiplicity: 1
Energy above the lowest of the compared OMol25 structures with the same formula, charge and spin (kJ/mol): 150.4
SMILES string: O=CO/C=N\S
Total charge: 0

---

Highest occupied orbital energy / eV: -16.9, -10.0, -10.9, -4.7, -9.8, -9.2
Kohn-Sham gap / eV: 5.4, 10.1, 10.9, 6.9, 10.6, 10.0
E_LUMO / eV: -11.5, 0.1, 0.0, 2.2, 0.8, 0.8